Model 1:
Entry from the OMol25 dataset: a 6-piece molecular cluster, C18H48O18S6 overall (ωB97M-V/def2-TZVPD).

## Properties
Lowest unoccupied orbital energy, eV: 0.081
Charge: 0
HOMO, eV: -10.60
Gap between HOMO and LUMO, eV: 10.68
SMILES: CCOS(C)(=O)=O.CCOS(C)(=O)=O.CCOS(C)(=O)=O.CCOS(C)(=O)=O.CCOS(C)(=O)=O.CCOS(C)(=O)=O

Each line ends with the Löwdin charge.
CARTESIAN COORDINATES (ANGSTROEM)
1 C -18.866 18.209 -2.684  -0.0553
2 C -19.261 19.667 -2.798  -0.2572
3 O -20.618 19.663 -2.284  -0.2589
4 S -21.360 21.123 -2.289  0.6136
5 C -21.840 21.233 -4.043  -0.0863
6 O -22.533 20.996 -1.513  -0.2658
7 O -20.399 22.162 -1.975  -0.2967
8 H -18.780 17.962 -1.625  0.0885
9 H -17.907 18.024 -3.172  0.0534
10 H -19.634 17.616 -3.172  0.0543
11 H -18.609 20.388 -2.309  0.1185
12 H -19.270 19.942 -3.859  0.1005
13 H -22.630 20.535 -4.313  0.0666
14 H -20.988 20.854 -4.609  0.0248
15 H -22.025 22.289 -4.208  0.0735
16 C -21.955 15.459 -3.856  -0.0428
17 C -22.815 16.046 -4.972  -0.2995
18 O -23.489 17.176 -4.443  -0.2483
19 S -25.116 17.286 -4.496  0.6206
20 C -25.486 16.681 -6.155  -0.1239
21 O -25.700 16.362 -3.558  -0.2822
22 O -25.406 18.689 -4.468  -0.2715
23 H -22.569 15.342 -2.966  0.0889
24 H -21.045 16.043 -3.737  0.0449
25 H -21.631 14.457 -4.153  0.0825
26 H -22.231 16.279 -5.864  0.0973
27 H -23.420 15.197 -5.307  0.1072
28 H -25.216 15.624 -6.218  0.0536
29 H -24.872 17.251 -6.848  0.0637
30 H -26.546 16.612 -6.388  0.0754
31 C -26.580 18.685 -13.861  -0.0596
32 C -25.503 17.682 -13.466  -0.3001
33 O -24.510 18.293 -12.656  -0.2550
34 S -23.588 17.314 -11.727  0.6092
35 C -24.763 16.991 -10.417  -0.1193
36 O -23.310 16.100 -12.431  -0.2658
37 O -22.584 18.184 -11.199  -0.2702
38 H -27.212 18.379 -14.687  0.0803
39 H -26.034 19.597 -14.119  0.0827
40 H -27.153 18.936 -12.967  0.0783
41 H -26.008 16.855 -12.958  0.1079
42 H -25.004 17.318 -14.367  0.1227
43 H -25.655 16.505 -10.815  0.0610
44 H -25.121 17.917 -9.975  0.0787
45 H -24.299 16.275 -9.742  0.0698
46 C -18.446 15.902 -5.540  -0.0596
47 C -18.760 17.100 -6.410  -0.2581
48 O -20.135 17.447 -6.191  -0.2903
49 S -20.774 18.755 -6.907  0.6371
50 C -20.529 18.209 -8.664  -0.0855
51 O -22.176 18.816 -6.579  -0.2710
52 O -19.936 19.921 -6.692  -0.2833
53 H -18.715 15.950 -4.492  0.0625
54 H -17.367 15.705 -5.619  0.0702
55 H -18.688 14.966 -6.056  0.0848
56 H -18.211 17.990 -6.095  0.0900
57 H -18.449 16.862 -7.429  0.1251
58 H -20.922 17.207 -8.804  0.0697
59 H -19.497 18.330 -8.983  0.0515
60 H -21.107 18.932 -9.238  0.0567
61 C -12.381 21.037 -4.977  -0.0650
62 C -13.855 20.612 -4.999  -0.2718
63 O -14.048 19.366 -5.682  -0.2700
64 S -15.244 18.399 -5.134  0.6190
65 C -14.580 17.841 -3.555  -0.0918
66 O -16.379 19.287 -4.989  -0.2886
67 O -15.261 17.266 -6.024  -0.2789
68 H -11.935 21.254 -5.946  0.0778
69 H -11.680 20.364 -4.480  0.0743
70 H -12.350 21.978 -4.423  0.0824
71 H -14.325 20.589 -4.018  0.1129
72 H -14.294 21.402 -5.610  0.1148
73 H -15.342 17.816 -2.781  0.0682
74 H -13.692 18.378 -3.234  0.0697
75 H -14.241 16.828 -3.768  0.0710
76 C -14.679 21.096 -13.143  -0.0559
77 C -15.135 20.529 -11.773  -0.2830
78 O -15.939 21.502 -11.095  -0.2533
79 S -16.931 20.883 -9.963  0.6312
80 C -15.810 20.759 -8.520  -0.0799
81 O -17.908 21.920 -9.676  -0.2867
82 O -17.411 19.584 -10.351  -0.2948
83 H -15.510 21.282 -13.816  0.0795
84 H -14.030 20.345 -13.596  0.0768
85 H -14.070 21.966 -12.901  0.0758
86 H -15.667 19.608 -12.000  0.1085
87 H -14.241 20.319 -11.184  0.1122
88 H -14.818 20.649 -8.952  0.0573
89 H -16.047 19.782 -8.104  0.0570
90 H -16.010 21.623 -7.901  0.0714

---

Model 2:
Entry from the OMol25 dataset: a 6-piece molecular cluster, C18H48O18S6 overall (ωB97M-V/def2-TZVPD).

## Properties
Lowest unoccupied orbital energy, eV: 0.248
Charge: 0
HOMO, eV: -11.02
Gap between HOMO and LUMO, eV: 11.26
SMILES: CCOS(C)(=O)=O.CCOS(C)(=O)=O.CCOS(C)(=O)=O.CCOS(C)(=O)=O.CCOS(C)(=O)=O.CCOS(C)(=O)=O

Each line ends with the Löwdin charge.
CARTESIAN COORDINATES (ANGSTROEM)
1 C -2.140 -0.441 1.362  -0.0633
2 C -0.837 0.255 1.650  -0.2438
3 O -0.171 0.787 0.485  -0.2670
4 S -0.558 2.252 0.026  0.5516
5 C 0.262 3.171 1.299  -0.0899
6 O 0.085 2.483 -1.217  -0.2619
7 O -1.974 2.400 0.121  -0.2634
8 H -2.634 -0.688 2.303  0.0883
9 H -1.925 -1.399 0.888  0.0651
10 H -2.804 0.148 0.736  0.0741
11 H -0.998 1.031 2.410  0.0964
12 H -0.121 -0.420 2.115  0.1211
13 H 0.467 4.154 0.888  0.0710
14 H 1.187 2.657 1.553  0.0823
15 H -0.367 3.140 2.187  0.0515
16 C 1.953 -7.100 0.308  -0.0662
17 C 2.259 -5.876 1.132  -0.2648
18 O 1.589 -4.734 0.561  -0.2464
19 S 0.774 -3.812 1.554  0.5357
20 C -0.753 -4.691 1.699  -0.0957
21 O 1.414 -3.779 2.810  -0.2547
22 O 0.533 -2.623 0.821  -0.2639
23 H 2.428 -7.040 -0.680  0.0826
24 H 0.898 -7.138 0.025  0.0773
25 H 2.273 -8.033 0.762  0.0813
26 H 1.965 -6.042 2.171  0.1106
27 H 3.331 -5.686 1.206  0.1272
28 H -1.038 -4.998 0.705  0.0703
29 H -1.447 -4.034 2.217  0.0760
30 H -0.571 -5.539 2.360  0.0752
31 C 1.848 5.083 -3.228  -0.0718
32 C 2.847 5.524 -2.211  -0.2924
33 O 3.339 4.350 -1.565  -0.2571
34 S 4.672 4.468 -0.688  0.5576
35 C 4.109 5.567 0.589  -0.1136
36 O 4.893 3.168 -0.181  -0.2525
37 O 5.616 5.155 -1.492  -0.2642
38 H 2.195 4.225 -3.803  0.0868
39 H 1.584 5.902 -3.902  0.0849
40 H 0.886 4.754 -2.821  0.0711
41 H 3.638 6.059 -2.740  0.1201
42 H 2.391 6.255 -1.535  0.1199
43 H 3.100 5.301 0.881  0.0631
44 H 4.152 6.568 0.172  0.0690
45 H 4.811 5.462 1.413  0.0757
46 C -0.309 -5.245 -3.224  -0.0678
47 C -1.597 -4.521 -3.563  -0.2556
48 O -2.278 -4.267 -2.308  -0.2550
49 S -3.576 -3.376 -2.384  0.5364
50 C -2.868 -1.776 -2.620  -0.1164
51 O -4.305 -3.715 -3.556  -0.2647
52 O -4.177 -3.468 -1.102  -0.2694
53 H 0.251 -4.746 -2.434  0.0688
54 H 0.409 -5.212 -4.048  0.0853
55 H -0.511 -6.293 -3.015  0.0775
56 H -1.450 -3.605 -4.128  0.0964
57 H -2.206 -5.202 -4.160  0.1195
58 H -2.074 -1.572 -1.912  0.0660
59 H -3.671 -1.044 -2.613  0.0796
60 H -2.420 -1.799 -3.614  0.0600
61 C 2.951 0.200 -0.617  -0.0487
62 C 2.116 -0.823 -1.360  -0.2384
63 O 2.495 -0.694 -2.766  -0.2446
64 S 1.444 -1.049 -3.887  0.5476
65 C 0.387 0.378 -3.803  -0.1078
66 O 2.159 -1.006 -5.111  -0.2586
67 O 0.677 -2.201 -3.555  -0.2743
68 H 3.975 -0.149 -0.512  0.0859
69 H 2.481 0.439 0.336  0.0722
70 H 2.925 1.134 -1.180  0.0761
71 H 2.213 -1.825 -0.952  0.1062
72 H 1.068 -0.556 -1.198  0.0890
73 H -0.123 0.391 -4.763  0.0746
74 H 1.095 1.204 -3.778  0.0705
75 H -0.252 0.351 -2.933  0.0477
76 C -4.281 3.379 2.750  -0.0522
77 C -3.451 2.311 3.427  -0.2720
78 O -2.231 2.887 3.926  -0.2754
79 S -1.828 2.545 5.429  0.5601
80 C -3.063 3.426 6.348  -0.1048
81 O -2.001 1.143 5.629  -0.2686
82 O -0.568 3.180 5.590  -0.2630
83 H -4.589 4.158 3.449  0.0737
84 H -5.181 2.943 2.316  0.0884
85 H -3.692 3.849 1.962  0.0765
86 H -4.062 1.796 4.180  0.1218
87 H -3.215 1.475 2.769  0.0893
88 H -3.831 2.705 6.612  0.0714
89 H -3.445 4.259 5.773  0.0696
90 H -2.555 3.744 7.255  0.0742

---

model 2 is the most stable structure; the next one sits 41.2 kcal/mol above it.

---

Model 1:
Entry from the OMol25 dataset: a 2-piece molecular cluster, C16H17NO overall (ωB97M-V/def2-TZVPD).

## Properties
Lowest unoccupied orbital energy, eV: 0.591
Charge: 0
HOMO, eV: -8.00
Gap between HOMO and LUMO, eV: 8.59
SMILES: Cc1c[nH]c2ccccc12.Cc1ccc(O)cc1

Each line ends with the natural charge from an NBO analysis.
CARTESIAN COORDINATES (ANGSTROEM)
1 C 2.782 1.533 1.759  -0.6331
2 C 1.616 1.802 0.897  -0.0796
3 C 0.385 1.229 0.995  -0.0325
4 N -0.393 1.384 -0.164  -0.5502
5 C 0.332 2.292 -0.929  0.1608
6 C -0.100 3.061 -2.040  -0.2386
7 C 0.688 4.078 -2.471  -0.2280
8 C 1.984 4.270 -1.991  -0.2360
9 C 2.457 3.447 -0.979  -0.1799
10 C 1.622 2.459 -0.365  -0.1028
11 H 3.208 2.368 2.282  0.2195
12 H 3.658 1.229 1.166  0.2207
13 H 2.582 0.653 2.412  0.2191
14 H 0.123 0.731 1.903  0.1983
15 H -1.392 1.265 -0.039  0.4155
16 H -1.025 2.712 -2.436  0.2117
17 H 0.593 4.554 -3.458  0.2154
18 H 2.659 5.057 -2.324  0.2133
19 H 3.519 3.689 -0.740  0.2108
20 C -1.501 -3.498 -1.972  -0.6337
21 C -1.592 -3.240 -0.539  -0.0824
22 C -1.593 -4.261 0.398  -0.1632
23 C -1.701 -3.951 1.784  -0.2731
24 C -1.648 -2.630 2.222  0.3033
25 O -1.857 -2.493 3.584  -0.6670
26 C -1.405 -1.616 1.284  -0.3169
27 C -1.403 -1.974 -0.020  -0.1583
28 H -2.032 -2.837 -2.702  0.2221
29 H -1.803 -4.531 -2.210  0.2160
30 H -0.513 -3.466 -2.428  0.2244
31 H -1.754 -5.281 0.026  0.2097
32 H -2.029 -4.639 2.526  0.2234
33 H -2.147 -1.544 3.674  0.4757
34 H -0.999 -0.692 1.690  0.2090
35 H -1.322 -1.157 -0.795  0.2067

---

Model 2:
Entry from the OMol25 dataset: a 2-piece molecular cluster, C16H17NO overall (ωB97M-V/def2-TZVPD).

## Properties
Lowest unoccupied orbital energy, eV: 0.824
Charge: 0
HOMO, eV: -7.76
Gap between HOMO and LUMO, eV: 8.58
SMILES: Cc1c[nH]c2ccccc12.Cc1ccc(O)cc1

Each line ends with the natural charge from an NBO analysis.
CARTESIAN COORDINATES (ANGSTROEM)
1 C -2.372 3.489 0.375  -0.6277
2 C -1.016 3.332 1.003  -0.0872
3 C 0.115 3.923 0.525  -0.0318
4 N 1.217 3.375 1.134  -0.5214
5 C 0.811 2.410 2.010  0.1489
6 C 1.568 1.593 2.851  -0.2499
7 C 0.842 0.695 3.611  -0.2075
8 C -0.555 0.589 3.635  -0.2446
9 C -1.258 1.463 2.832  -0.1871
10 C -0.602 2.356 1.963  -0.1018
11 H -2.942 2.563 0.391  0.2164
12 H -2.247 3.864 -0.631  0.2162
13 H -2.995 4.263 0.832  0.2126
14 H 0.206 4.678 -0.238  0.2089
15 H 2.158 3.648 0.928  0.4097
16 H 2.614 1.766 3.063  0.2153
17 H 1.499 0.107 4.249  0.2062
18 H -1.033 -0.042 4.359  0.2171
19 H -2.330 1.479 2.671  0.2079
20 C -0.368 -4.344 -0.414  -0.6229
21 C 0.126 -3.402 -1.480  -0.0537
22 C -0.188 -2.042 -1.422  -0.1753
23 C 0.158 -1.206 -2.486  -0.2666
24 C 0.988 -1.696 -3.482  0.3001
25 O 1.589 -0.738 -4.274  -0.6745
26 C 1.192 -3.057 -3.643  -0.2942
27 C 0.689 -3.885 -2.644  -0.1838
28 H 0.432 -4.961 -0.067  0.2130
29 H -1.131 -5.028 -0.770  0.2155
30 H -0.738 -3.819 0.463  0.2152
31 H -0.758 -1.638 -0.640  0.2093
32 H -0.081 -0.161 -2.345  0.2253
33 H 1.879 -1.148 -5.100  0.4736
34 H 1.669 -3.479 -4.515  0.2132
35 H 0.862 -4.949 -2.746  0.2055

---

model 2 is the most stable structure; the next one sits 27.9 kcal/mol above it.

---

Model 1:
Entry from the OMol25 dataset: a 2-piece molecular cluster, C16H17NO overall (ωB97M-V/def2-TZVPD).

## Properties
Lowest unoccupied orbital energy, eV: 0.728
Charge: 0
HOMO, eV: -7.83
Gap between HOMO and LUMO, eV: 8.56
SMILES: Cc1c[nH]c2ccccc12.Cc1ccc(O)cc1

Each line ends with the natural charge from an NBO analysis.
CARTESIAN COORDINATES (ANGSTROEM)
1 C 0.438 -3.355 -0.984  -0.6270
2 C -0.191 -2.116 -1.516  -0.0793
3 C 0.359 -0.891 -1.285  -0.0376
4 N -0.245 0.055 -2.097  -0.5514
5 C -1.328 -0.526 -2.728  0.2186
6 C -2.358 0.046 -3.479  -0.2815
7 C -3.395 -0.823 -3.783  -0.1992
8 C -3.402 -2.204 -3.534  -0.2494
9 C -2.364 -2.705 -2.769  -0.1756
10 C -1.306 -1.885 -2.379  -0.1269
11 H -0.229 -3.996 -0.396  0.2138
12 H 1.339 -3.122 -0.427  0.2190
13 H 0.714 -4.080 -1.761  0.2158
14 H 1.258 -0.592 -0.767  0.2114
15 H -0.212 1.054 -1.987  0.4040
16 H -2.481 1.080 -3.760  0.2189
17 H -4.215 -0.409 -4.365  0.2027
18 H -4.250 -2.783 -3.865  0.2162
19 H -2.370 -3.760 -2.526  0.2082
20 C -0.916 2.816 2.147  -0.6350
21 C 0.366 2.184 2.603  -0.0398
22 C 1.139 2.886 3.537  -0.1837
23 C 2.479 2.593 3.689  -0.2652
24 C 2.932 1.358 3.225  0.2680
25 O 4.166 0.818 3.571  -0.6856
26 C 2.100 0.513 2.510  -0.2477
27 C 0.816 0.945 2.185  -0.2070
28 H -0.789 3.881 2.018  0.2170
29 H -1.728 2.578 2.843  0.2229
30 H -1.339 2.482 1.194  0.2187
31 H 0.672 3.774 3.951  0.2091
32 H 3.229 3.274 4.074  0.2147
33 H 4.833 1.478 3.435  0.4737
34 H 2.465 -0.484 2.309  0.2238
35 H 0.176 0.372 1.521  0.2153

---

Model 2:
Entry from the OMol25 dataset: a 2-piece molecular cluster, C16H17NO overall (ωB97M-V/def2-TZVPD).

## Properties
Lowest unoccupied orbital energy, eV: 0.807
Charge: 0
HOMO, eV: -7.90
Gap between HOMO and LUMO, eV: 8.70
SMILES: Cc1c[nH]c2ccccc12.Cc1ccc(O)cc1

Each line ends with the natural charge from an NBO analysis.
CARTESIAN COORDINATES (ANGSTROEM)
1 C 0.460 -0.335 -2.926  -0.6337
2 C 0.837 0.562 -1.768  -0.0668
3 C 0.702 0.280 -0.441  -0.0483
4 N 1.396 1.264 0.302  -0.5421
5 C 2.113 2.052 -0.611  0.1430
6 C 2.955 3.145 -0.405  -0.2366
7 C 3.343 3.901 -1.511  -0.2162
8 C 3.031 3.446 -2.812  -0.2189
9 C 2.158 2.379 -3.025  -0.2031
10 C 1.678 1.705 -1.895  -0.1004
11 H 1.030 -0.071 -3.814  0.2197
12 H -0.614 -0.307 -3.091  0.2204
13 H 0.765 -1.355 -2.693  0.2167
14 H 0.502 -0.651 0.050  0.2164
15 H 1.855 1.120 1.182  0.4010
16 H 3.308 3.389 0.584  0.2109
17 H 3.821 4.859 -1.352  0.2159
18 H 3.450 3.922 -3.681  0.2088
19 H 1.642 2.174 -3.950  0.2142
20 C -1.232 -2.401 -0.203  -0.6408
21 C -1.514 -2.152 1.289  -0.0620
22 C -1.908 -0.864 1.656  -0.1851
23 C -2.509 -0.595 2.877  -0.3022
24 C -2.933 -1.734 3.537  0.2900
25 O -3.600 -1.630 4.755  -0.6779
26 C -2.558 -3.066 3.265  -0.2638
27 C -1.753 -3.237 2.109  -0.1696
28 H -1.235 -1.422 -0.682  0.2204
29 H -1.942 -3.154 -0.536  0.2262
30 H -0.190 -2.644 -0.450  0.2102
31 H -1.871 -0.131 0.851  0.2152
32 H -2.645 0.427 3.198  0.2251
33 H -4.069 -0.807 4.735  0.4695
34 H -3.152 -3.882 3.647  0.2332
35 H -1.321 -4.186 1.810  0.2107

---

model 1 is the most stable structure; the next one sits 19.0 kcal/mol above it.

---

Model 1:
Entry from the OMol25 dataset: an isolated molecule of C5H5F (ωB97M-V/def2-TZVPD).

## Properties
Lowest unoccupied orbital energy, eV: 1.043
Charge: 0
HOMO, eV: -9.73
Gap between HOMO and LUMO, eV: 10.77
SMILES: C#CC/C=C\F

Each line ends with the natural charge from an NBO analysis.
CARTESIAN COORDINATES (ANGSTROEM)
1 C 2.537 -0.346 -0.541  -0.2432
2 C 1.515 -0.338 0.080  -0.0089
3 C 0.246 -0.201 0.688  -0.5292
4 C -0.749 0.720 -0.010  -0.2636
5 C -1.920 0.251 -0.306  0.2322
6 F -2.130 -1.067 -0.249  -0.3366
7 H 3.446 -0.324 -1.150  0.2412
8 H 0.325 0.005 1.696  0.2424
9 H -0.066 -1.281 0.751  0.2580
10 H -0.459 1.781 -0.226  0.2322
11 H -2.745 0.801 -0.733  0.1756

---

Model 2:
Entry from the OMol25 dataset: an isolated molecule of C5H5F (ωB97M-V/def2-TZVPD).

## Properties
Lowest unoccupied orbital energy, eV: 0.949
Charge: 0
HOMO, eV: -8.71
Gap between HOMO and LUMO, eV: 9.65
SMILES: CC#C/C=C/F

Each line ends with the natural charge from an NBO analysis.
CARTESIAN COORDINATES (ANGSTROEM)
1 C 0.668 1.479 2.667  -0.6949
2 C 0.553 0.713 1.435  0.0340
3 C 0.468 -0.107 0.546  -0.0580
4 C 0.270 -0.855 -0.600  -0.3838
5 C -0.717 -0.437 -1.372  0.3027
6 F -1.028 -0.938 -2.571  -0.3268
7 H 0.316 1.024 3.610  0.2371
8 H 1.776 1.448 2.911  0.2404
9 H 0.256 2.464 2.676  0.2365
10 H 0.890 -1.638 -1.009  0.2420
11 H -1.437 0.385 -1.104  0.1708

---

model 2 is the most stable structure; the next one sits 7.3 kcal/mol above it.